Entry 1:
DFT (ωB97M-V/def2-TZVPD) results for 4 unconnected molecules or ions with the total composition C17H25NO13.

Results
E_LUMO = 0.38 eV
spin multiplicity = 1
orbital gap = 10.0 eV

Each atom is followed by the atoms it is bonded to, with distances in Å.
Cartesian coordinates (Å):
1 O -0.1488 0.4173 -1.2357  C2 1.193
2 C 0.7154 1.2250 -1.0823  O1 1.193, O3 1.349, N4 1.436
3 O 1.5745 1.2372 -0.0423  C2 1.349, H14 0.969
4 N 0.9693 2.2885 -2.0129  C2 1.436, O5 1.420, H15 1.016
5 O 0.9571 3.5130 -1.2944  N4 1.420, C6 1.390
6 C -0.0870 4.3309 -1.7107  O5 1.390, O7 1.191, C8 1.494
7 O 0.1068 5.5060 -1.7100  C6 1.191
8 C -1.4007 3.6670 -1.9666  C6 1.494, C9 1.392, C13 1.392
9 C -1.7185 3.0808 -3.1882  C8 1.392, C10 1.388, H16 1.082
10 C -2.9662 2.4987 -3.3621  C9 1.388, C11 1.389, H17 1.082
11 C -3.8865 2.4975 -2.3211  C10 1.389, C12 1.388, H18 1.083
12 C -3.5655 3.0751 -1.1006  C11 1.388, C13 1.390, H19 1.082
13 C -2.3211 3.6674 -0.9222  C8 1.392, C12 1.390, H20 1.083
14 H 1.1373 0.7499 0.6724  O3 0.969
15 H 1.9131 2.2132 -2.3803  N4 1.016
16 H -0.9790 3.0808 -3.9776  C9 1.082
17 H -3.2266 2.0422 -4.3080  C10 1.082
18 H -4.8534 2.0355 -2.4758  C11 1.083
19 H -4.2702 3.0765 -0.2789  C12 1.082
20 H -2.0620 4.1341 0.0198  C13 1.083
21 C -3.8936 6.2531 -4.9816  O22 1.431, H27 1.086, H28 1.088, H29 1.088
22 O -4.1149 5.0759 -5.7654  C21 1.431, C23 1.330
23 C -4.6569 5.2974 -6.9599  O22 1.330, O24 1.203, O25 1.334
24 O -4.9627 6.3697 -7.4109  C23 1.203
25 O -4.8044 4.1229 -7.5748  C23 1.334, C26 1.430
26 C -5.3815 4.2136 -8.8802  O25 1.430, H30 1.088, H31 1.088, H32 1.086
27 H -3.4524 5.9072 -4.0511  C21 1.086
28 H -3.2086 6.9281 -5.4903  C21 1.088
29 H -4.8346 6.7620 -4.7825  C21 1.088
30 H -4.7538 4.8136 -9.5360  C26 1.088
31 H -6.3781 4.6476 -8.8294  C26 1.088
32 H -5.4384 3.1945 -9.2502  C26 1.086
33 C 3.0162 -2.3604 4.9036  O34 1.431, H39 1.086, H40 1.088, H41 1.088
34 O 3.6173 -2.1653 3.6202  C33 1.431, C35 1.331
35 C 2.8436 -2.5137 2.5942  O34 1.331, O36 1.203, O37 1.332
36 O 1.7265 -2.9542 2.6700  C35 1.203
37 O 3.5171 -2.2858 1.4676  C35 1.332, C38 1.430
38 C 2.8066 -2.6319 0.2757  O37 1.430, H42 1.089, H43 1.088, H44 1.086
39 H 3.7524 -2.0409 5.6347  C33 1.086
40 H 2.1167 -1.7561 5.0029  C33 1.088
41 H 2.7793 -3.4107 5.0611  C33 1.088
42 H 1.8868 -2.0557 0.1909  C38 1.089
43 H 2.5771 -3.6953 0.2564  C38 1.088
44 H 3.4695 -2.3859 -0.5483  C38 1.086
45 C 1.6433 -7.8340 6.6567  O46 1.431, H51 1.086, H52 1.088, H53 1.088
46 O 2.5645 -6.8708 7.1779  C45 1.431, C47 1.332
47 C 3.8223 -7.3023 7.2557  O46 1.332, O48 1.203, O49 1.333
48 O 4.2159 -8.3921 6.9340  C47 1.203
49 O 4.5701 -6.3170 7.7519  C47 1.333, C50 1.431
50 C 5.9556 -6.6446 7.8926  O49 1.431, H54 1.088, H55 1.088, H56 1.086
51 H 0.6745 -7.3442 6.6542  C45 1.086
52 H 1.9187 -8.1179 5.6431  C45 1.088
53 H 1.6127 -8.7169 7.2918  C45 1.088
54 H 6.3926 -6.8859 6.9258  C50 1.088
55 H 6.0838 -7.4829 8.5744  C50 1.088
56 H 6.4285 -5.7575 8.3025  C50 1.086

---

Entry 2:
DFT (ωB97M-V/def2-TZVPD) results for a single C17H25NO3 molecule.

Results
E_LUMO = 0.77 eV
spin multiplicity = 1
ΔE to the lowest compared entry with this formula, charge and spin = 0.7065 eV
orbital gap = 9.3 eV

Each atom is followed by the atoms it is bonded to, with distances in Å.
Cartesian coordinates (Å):
1 C -6.3467 -0.8856 -0.6559  C2 1.522, H44 1.087, H45 1.086, H46 1.088
2 C -4.9595 -1.4790 -0.8589  C1 1.522, H3 1.093, H4 1.095, O5 1.424
3 H -4.8657 -1.9324 -1.8485  C2 1.093
4 H -4.7542 -2.2265 -0.0858  C2 1.095
5 O -3.9453 -0.4802 -0.8175  C2 1.424, C6 1.353
6 C -3.5454 -0.1033 0.4189  O5 1.353, O7 1.209, N8 1.356
7 O -3.9793 -0.5780 1.4430  C6 1.209
8 N -2.6471 0.9114 0.3769  C6 1.356, C9 1.444, C37 1.451
9 C -1.9799 1.3087 -0.8411  N8 1.444, H10 1.095, C11 1.532, H43 1.089
10 H -1.7311 2.3705 -0.7467  C9 1.095
11 C -0.7163 0.4655 -1.0425  C9 1.532, H12 1.091, H13 1.088, C14 1.546
12 H -0.9940 -0.5112 -1.4405  C11 1.091
13 H -0.0421 0.9418 -1.7520  C11 1.088
14 C -0.0196 0.1918 0.3102  C11 1.546, C15 1.532, C35 1.542, O41 1.420
15 C 1.4999 0.1085 0.1306  C14 1.532, C16 1.391, C20 1.398
16 C 2.0898 -1.1434 0.2731  C15 1.391, C17 1.384, H34 1.080
17 C 3.4495 -1.3651 0.1440  C16 1.384, C18 1.395, C30 1.498
18 C 4.2766 -0.2802 -0.1452  C17 1.395, C19 1.384, C26 1.498
19 C 3.6913 0.9624 -0.3136  C18 1.384, C20 1.391, H25 1.082
20 C 2.3241 1.1904 -0.1936  C15 1.398, C19 1.391, C21 1.505
21 C 1.8655 2.6056 -0.4205  C20 1.505, H22 1.085, H23 1.089, H24 1.091
22 H 0.8728 2.6622 -0.8548  C21 1.085
23 H 2.5574 3.1061 -1.0957  C21 1.089
24 H 1.8698 3.1602 0.5188  C21 1.091
25 H 4.3285 1.8026 -0.5552  C19 1.082
26 C 5.7573 -0.4534 -0.2878  C18 1.498, H27 1.090, H28 1.090, H29 1.087
27 H 5.9850 -1.1491 -1.0950  C26 1.090
28 H 6.1854 -0.8594 0.6283  C26 1.090
29 H 6.2388 0.4969 -0.5039  C26 1.087
30 C 4.0119 -2.7433 0.3104  C17 1.498, H31 1.090, H32 1.087, H33 1.090
31 H 4.5347 -3.0550 -0.5933  C30 1.090
32 H 3.2213 -3.4600 0.5170  C30 1.087
33 H 4.7281 -2.7692 1.1315  C30 1.090
34 H 1.4503 -1.9896 0.4769  C16 1.080
35 C -0.4141 1.2515 1.3584  C14 1.542, H36 1.085, C37 1.536, H40 1.093
36 H -0.1055 2.2376 1.0275  C35 1.085
37 C -1.9316 1.2385 1.5956  N8 1.451, C35 1.536, H38 1.097, H39 1.092
38 H -2.2573 2.2222 1.9558  C37 1.097
39 H -2.2176 0.4924 2.3402  C37 1.092
40 H 0.1045 1.0390 2.2964  C35 1.093
41 O -0.5467 -1.0586 0.7287  C14 1.420, H42 0.964
42 H -0.3299 -1.1972 1.6573  O41 0.964
43 H -2.6626 1.1832 -1.6803  C9 1.089
44 H -6.4168 -0.4526 0.3387  C1 1.087
45 H -7.0960 -1.6659 -0.7554  C1 1.086
46 H -6.5380 -0.1107 -1.3947  C1 1.088

---

Among the records above, which one has the lowest orbital gap? C17H25NO3